Entry 1:
The following is a quantum chemistry calculation of a cluster of 3 separate species, C5H13NOSi in total in a non-equilibrium geometry, from the OMol25 dataset.

Geometry as XYZ:
```
21
Properties=species:S:1:pos:R:3:mulliken_charge:R:1
C -0.167 -0.868 1.196 -0.95
Si 0.026 0.656 0.108 0.65
C 1.103 1.917 1.047 -0.85
O -0.489 0.660 -1.318 -0.73
H -0.884 -1.673 0.674 0.26
H 0.727 -1.415 1.213 0.41
H -0.618 -0.510 2.208 0.31
H 2.226 1.502 1.076 0.23
H 1.172 2.945 0.523 0.28
H 0.674 2.128 2.101 0.30
C -3.553 0.087 -1.292 -0.38
C -3.860 -0.422 0.037 0.27
N -3.775 -0.900 1.079 -0.47
H -3.986 -0.670 -1.938 0.28
H -2.345 0.156 -1.300 0.09
H -4.012 1.039 -1.373 0.26
C 3.538 -0.904 -0.799 -0.66
H 2.667 -1.683 -0.821 0.16
H 3.394 -0.003 -0.147 0.01
H 3.714 -0.564 -1.851 0.25
H 4.449 -1.479 -0.423 0.27
```

As for the relative energy (zero: lowest compared OMol25 entry of this formula, charge and spin): 236.0 kJ/mol. For the HOMO energy, the calculation gives -10.3 eV. Its orbital gap is 10.473 eV. As for the total charge: 0.


Entry 2:
The following is a quantum chemistry calculation of a cluster of 3 separate species, C5H13NS in total in a non-equilibrium geometry, from the OMol25 dataset.

Geometry as XYZ:
```
20
Properties=species:S:1:pos:R:3:mulliken_spin:R:1
N 1.092 -2.091 0.255 0.92
C 1.114 -0.717 -0.181 -0.07
C 2.433 -0.159 1.806 0.02
C 1.739 0.274 0.745 0.07
H 1.685 -2.587 -0.415 -0.01
H -1.646 -1.706 0.056 0.00
H 0.012 -0.504 -0.320 0.04
H 1.570 -0.599 -1.183 -0.01
H 2.944 0.502 2.489 0.00
H 2.440 -1.230 1.970 -0.02
H 1.579 1.315 0.514 0.00
C -1.908 -1.261 1.014 0.01
S -1.100 1.648 -0.544 0.05
C -1.247 0.830 -2.166 0.00
H -2.811 -0.653 0.903 0.00
H -1.070 -0.612 1.254 0.00
H -2.009 -2.027 1.785 0.00
H -0.790 1.429 -2.955 0.00
H -0.749 -0.157 -2.193 0.00
H -2.298 0.654 -2.429 0.00
```

The spin multiplicity is 2. As for the relative energy (zero: lowest compared OMol25 entry of this formula, charge and spin): 66.5 kJ/mol. For the HOMO energy (alpha / beta), the calculation gives -2.5 / -2.5 eV. Its orbital gap (alpha / beta) is 6.442 / 5.443 eV. As for the total charge: -1.


Entry 3:
The following is a quantum chemistry calculation of an isolated molecule of C5H13NS in a non-equilibrium geometry, from the OMol25 dataset.

Geometry as XYZ:
```
20
Properties=species:S:1:pos:R:3:mulliken_charge:R:1
C -3.042 -0.841 -1.415 -1.34
C -2.331 0.141 -0.484 -0.21
N -1.210 -0.538 0.146 -0.24
C -0.466 0.274 1.088 -0.82
C 0.423 1.281 0.377 -0.59
C 1.477 0.640 -0.523 -0.65
S 2.638 -0.395 0.432 -0.25
H -3.900 -0.442 -1.956 0.38
H -2.327 -1.186 -2.162 0.33
H -3.354 -1.728 -0.857 0.32
H -3.049 0.477 0.270 0.29
H -1.960 0.972 -1.076 0.27
H -1.535 -1.422 0.517 0.22
H 0.143 -0.404 1.690 0.47
H -1.145 0.818 1.758 0.31
H -0.156 2.063 -0.107 0.38
H 0.955 1.785 1.199 0.36
H 0.988 0.057 -1.289 0.35
H 2.121 1.421 -0.933 0.31
H 2.324 -1.596 -0.066 0.12
```

As for the relative energy (zero: lowest compared OMol25 entry of this formula, charge and spin): 29.9 kJ/mol. For the HOMO energy, the calculation gives -8.8 eV. Its orbital gap is 9.757 eV. As for the total charge: 0.


Entry 4:
The following is a quantum chemistry calculation of a cluster of 2 separate species, C5H13NS in total in a non-equilibrium geometry, from the OMol25 dataset.

Geometry as XYZ:
```
20
Properties=species:S:1:pos:R:3:mulliken_charge:R:1
C 2.200 0.494 0.472 -1.12
C 1.489 -0.894 0.275 -0.02
C 0.083 -0.808 -0.434 0.07
C 0.243 -0.162 -1.818 -1.22
S -2.166 1.484 0.210 -0.18
C -3.703 1.295 1.178 -0.77
N 2.289 -1.742 -0.440 -0.54
H 1.624 1.035 1.216 0.32
H 2.448 0.986 -0.459 0.34
H 3.100 0.186 1.014 0.35
H 1.260 -1.246 1.291 0.46
H -0.538 -0.407 -2.536 0.32
H -0.518 -0.230 0.290 -0.18
H 1.234 -0.432 -2.202 0.46
H 0.402 0.928 -1.851 0.29
H -4.092 0.274 1.152 0.25
H -4.511 1.945 0.867 0.29
H -3.436 1.557 2.200 0.25
H -0.184 -1.853 -0.583 0.34
H 2.778 -2.410 0.160 0.28
```

As for the relative energy (zero: lowest compared OMol25 entry of this formula, charge and spin): 596.4 kJ/mol. For the HOMO energy, the calculation gives -7.2 eV. Its orbital gap is 3.492 eV. As for the total charge: 0.


Entry 5:
The following is a quantum chemistry calculation of an isolated molecule of C5H13NS in a non-equilibrium geometry, from the OMol25 dataset.

Geometry as XYZ:
```
20
Properties=species:S:1:pos:R:3:mulliken_charge:R:1
C -1.629 0.285 -2.020 -0.98
N -0.713 -0.720 -1.439 -0.26
C -1.064 -1.127 -0.111 -0.67
C -0.274 -0.360 1.004 -0.50
C 1.187 -0.177 0.531 -0.67
C 2.105 0.505 1.600 -0.59
S 1.792 2.307 1.608 -0.26
H -2.668 -0.089 -1.962 0.36
H -1.502 0.327 -3.109 0.36
H -1.503 1.300 -1.647 0.22
H -0.625 -1.413 -2.166 0.24
H -1.010 -2.219 0.050 0.41
H -2.161 -1.082 0.108 0.32
H -0.730 0.621 1.114 0.24
H -0.231 -0.868 1.971 0.41
H 1.129 0.527 -0.292 0.25
H 1.715 -1.112 0.327 0.33
H 1.866 0.204 2.622 0.36
H 3.152 0.458 1.356 0.34
H 1.164 2.633 0.454 0.09
```

As for the relative energy (zero: lowest compared OMol25 entry of this formula, charge and spin): 111.5 kJ/mol. For the HOMO energy, the calculation gives -8.7 eV. Its orbital gap is 9.696 eV. As for the total charge: 0.


Entry 6:
The following is a quantum chemistry calculation of an isolated molecule of C5H13NS in a non-equilibrium geometry, from the OMol25 dataset.

Geometry as XYZ:
```
20
Properties=species:S:1:pos:R:3:mulliken_charge:R:1
C 1.187 0.263 2.421 -0.93
N 0.227 0.689 1.414 -0.49
C 0.456 0.137 0.094 0.75
C 0.338 -1.378 0.126 -1.61
C -0.509 0.866 -0.873 -0.68
C -0.835 0.180 -2.182 -0.98
S -2.098 -1.139 -2.056 -0.20
H 0.882 -0.666 2.896 0.26
H 2.214 0.104 2.052 0.31
H 1.259 1.005 3.209 0.37
H 0.242 1.700 1.359 0.25
H 1.458 0.391 -0.303 0.14
H 1.223 -1.806 0.600 0.38
H -0.521 -1.725 0.711 0.37
H 0.208 -1.854 -0.847 0.44
H -1.434 1.114 -0.350 0.39
H -0.040 1.827 -1.110 0.33
H -1.236 0.907 -2.894 0.39
H 0.042 -0.289 -2.645 0.41
H -3.062 -0.325 -1.622 0.12
```

As for the relative energy (zero: lowest compared OMol25 entry of this formula, charge and spin): 41.4 kJ/mol. For the HOMO energy, the calculation gives -8.9 eV. Its orbital gap is 9.812 eV. As for the total charge: 0.


Entry 7:
The following is a quantum chemistry calculation of the ion C5H13NS with charge +1 in a non-equilibrium geometry, from the OMol25 dataset.

Geometry as XYZ:
```
20
Properties=species:S:1:pos:R:3:mulliken_spin:R:1
C -0.691 2.499 1.174 0.00
C -0.707 1.162 0.376 0.00
C 0.275 0.139 0.906 0.01
C 0.522 -1.039 -0.016 -0.05
S 1.585 -0.764 -1.497 0.91
C 1.702 -2.513 -2.013 -0.04
N -2.001 0.499 0.173 0.01
H 0.314 2.898 0.990 0.00
H -0.778 2.319 2.272 0.00
H -1.419 3.259 0.880 0.00
H -0.465 1.440 -0.668 0.00
H 1.257 0.599 1.116 -0.01
H -0.115 -0.181 1.886 0.00
H -0.385 -1.327 -0.521 0.06
H 0.875 -1.894 0.580 0.01
H 2.102 -2.465 -3.003 0.00
H 0.618 -2.908 -2.059 0.04
H 2.299 -3.213 -1.375 0.04
H -2.432 0.261 1.067 0.00
H -2.556 1.227 -0.268 0.00
```

The spin multiplicity is 2. As for the relative energy (zero: lowest compared OMol25 entry of this formula, charge and spin): 20.8 kJ/mol. For the HOMO energy (alpha / beta), the calculation gives -13.1 / -13.1 eV. Its orbital gap (alpha / beta) is 9.684 / 4.870 eV. As for the total charge: +1.


Entry 8:
The following is a quantum chemistry calculation of a cluster of 2 separate species, C5H13NS2 in total in a non-equilibrium geometry, from the OMol25 dataset.

Geometry as XYZ:
```
21
Properties=species:S:1:pos:R:3:mulliken_charge:R:1
N 2.173 1.987 0.414 -0.56
C 1.423 1.203 -0.567 0.05
C 1.980 -0.094 -0.930 -0.36
S 2.494 -1.150 0.437 -0.16
S -2.164 1.276 0.360 -0.23
C -2.065 0.062 -0.969 -0.74
C -1.616 -1.314 -0.428 0.27
C -2.499 -1.737 0.762 -1.18
H 1.851 1.642 1.370 0.36
H 3.112 1.654 0.334 0.29
H 1.243 1.855 -1.434 0.25
H 0.423 0.990 -0.114 -0.27
H 2.717 -0.126 -1.689 0.40
H 1.668 -2.192 0.089 0.14
H -1.354 0.396 -1.798 0.30
H -3.067 -0.082 -1.468 0.40
H -1.586 -2.085 -1.262 0.32
H -0.578 -1.254 -0.089 -0.23
H -3.575 -1.836 0.443 0.27
H -2.450 -0.926 1.556 0.32
H -2.235 -2.676 1.201 0.37
```

As for the relative energy (zero: lowest compared OMol25 entry of this formula, charge and spin): 549.7 kJ/mol. For the HOMO energy, the calculation gives -7.4 eV. Its orbital gap is 3.895 eV. As for the total charge: 0.